# C26H44BCsN12O7P

A structure of composition C26H44BCsN12O7P at a distorted geometry (wB97M-V/def2-TZVPD, OMol25).

Calculated values
Spin multiplicity ... 1
Orbital gap ... 7.64 eV
HOMO ... -5.796 eV
Energy relative to the best compared isomer or geometry (same formula, charge and spin) ... 36.2 kcal per mole
Charge ... -1

Geometry (Å):
Cs 1.4519 0.2639 1.0226
C -3.6855 4.5155 1.5862
C -3.1157 4.1615 0.3487
N -1.7923 4.1873 0.3934
N -1.4827 4.5527 1.6581
C -2.5938 4.7551 2.3910
B -0.0291 4.8321 2.0935
N 0.2535 4.0407 3.3995
C 1.3298 4.2192 4.1854
C 1.2770 3.2867 5.1992
C 0.0957 2.5673 4.9294
N -0.5180 3.0205 3.8431
N 0.9565 4.4051 0.9984
C 1.7075 5.1679 0.1814
C 2.4376 4.3169 -0.6488
C 2.0514 3.0309 -0.2197
N 1.1868 3.1303 0.7721
H -4.7271 4.5751 1.8547
H -3.6087 3.8791 -0.5698
H -2.5244 5.0440 3.4270
H 0.1500 6.0215 2.2910
H 2.0504 4.9900 3.9638
H 1.9819 3.1433 6.0009
H -0.3312 1.7386 5.4754
H 1.6502 6.2422 0.2315
H 3.1260 4.5807 -1.4329
H 2.3662 2.0519 -0.5874
O -1.3543 0.3615 -2.1391
C -2.2833 -0.6849 -2.3170
C -3.6174 -0.2778 -1.7292
C -3.5003 -0.2166 -0.2010
C -3.3893 -1.5988 0.3796
C -4.5302 -2.3390 0.6951
C -4.3967 -3.6396 1.1460
C -3.1254 -4.1842 1.2574
C -2.0472 -3.3807 0.9247
N -2.1614 -2.1178 0.5121
H -0.4703 -0.0583 -2.1935
H -1.9362 -1.5873 -1.7995
H -2.3905 -0.9461 -3.3776
H -4.3851 -1.0016 -2.0229
H -3.9073 0.7002 -2.1201
H -4.3444 0.3167 0.2411
H -2.5964 0.3392 0.0289
H -5.5078 -1.8874 0.5758
H -5.2723 -4.2270 1.3964
H -2.9708 -5.2019 1.5904
H -1.0339 -3.7637 0.9971
N -2.2063 1.8316 2.3632
N -2.4196 0.6130 3.0369
C -1.4719 -0.1955 3.5290
N -1.8450 -1.2826 4.2074
N -0.2243 0.1915 3.2628
N 0.8302 -0.4463 3.8152
O 1.9155 0.0272 3.5098
O 0.7341 -1.4373 4.5519
H -1.6071 1.6761 1.5529
H -1.7094 2.4748 2.9834
H -3.3839 0.3356 3.1188
H -2.8171 -1.4831 4.3587
H -1.1023 -1.8305 4.6230
C 4.6030 0.8469 -3.1764
C 3.9380 -0.5134 -3.3049
C 2.8380 -0.4593 -4.3563
C 4.9652 -1.5808 -3.6522
O 3.4465 -0.7937 -1.9743
P 2.1465 -1.6395 -1.5667
O 2.2007 -1.7492 -0.0810
O 0.9117 -1.0710 -2.1798
O 2.5000 -3.0409 -2.2740
C 1.5280 -4.0944 -2.4277
C 0.6066 -4.1941 -1.2170
C 0.7249 -3.8376 -3.6939
C 2.3596 -5.3577 -2.5626
H 5.1463 1.0928 -4.0916
H 5.3042 0.8400 -2.3410
H 3.8549 1.6206 -2.9944
H 3.2958 -0.2006 -5.3141
H 2.0865 0.2873 -4.1028
H 2.3301 -1.4184 -4.4603
H 5.4016 -1.3739 -4.6321
H 4.4976 -2.5652 -3.6685
H 5.7619 -1.5901 -2.9061
H -0.0266 -3.3082 -1.1236
H 1.1860 -4.2931 -0.2973
H -0.0353 -5.0698 -1.3364
H 0.2026 -2.8840 -3.6162
H -0.0057 -4.6367 -3.8454
H 1.3896 -3.8049 -4.5598
H 2.9789 -5.4950 -1.6749
H 3.0144 -5.2863 -3.4329
H 1.7120 -6.2294 -2.6809

Atomic forces in eV per Å
Cs -0.90 1.71 -0.94
C 0.06 0.14 -0.07
C -0.07 0.02 0.03
N -0.08 0.09 0.23
N 0.15 0.00 -0.18
C -0.17 0.25 -0.18
B -0.13 0.32 -0.07
N -0.11 0.12 -0.13
C -0.28 -0.19 0.00
C -0.25 -0.20 0.00
C 0.15 0.16 0.21
N 1.69 1.40 1.21
N 0.34 0.55 0.07
C 0.24 -0.21 -0.56
C -0.38 0.24 0.42
C 0.39 0.56 -0.37
N -0.44 -1.21 0.10
H 0.01 -0.03 0.00
H 0.00 0.00 0.02
H -0.01 0.00 0.01
H 0.00 -0.10 0.06
H -0.02 -0.02 -0.03
H -0.03 -0.03 -0.02
H 0.04 0.04 0.06
H 0.03 0.02 -0.02
H 0.00 0.05 0.01
H 0.02 0.70 -0.08
O -0.15 -0.16 -0.08
C 0.19 -0.09 -0.14
C 0.01 -0.04 0.07
C -0.05 -0.02 0.12
C 0.10 0.00 0.01
C -0.01 0.02 0.03
C -0.02 -0.05 0.00
C -0.05 0.03 -0.03
C 0.07 0.12 0.11
N -0.11 -0.05 0.11
H 0.08 0.10 0.11
H 0.06 0.00 -0.14
H -0.06 0.08 -0.09
H -0.03 0.03 -0.01
H 0.03 0.00 0.02
H -0.04 -0.03 -0.01
H 0.06 0.10 0.08
H 0.00 0.00 0.01
H 0.00 0.01 0.00
H 0.01 0.01 0.00
H -0.03 0.04 0.02
N -1.05 -1.34 -1.04
N 0.14 0.12 -0.09
C -0.12 0.30 -0.20
N -0.01 -0.32 0.24
N 0.29 -0.29 0.47
N -0.40 0.07 0.28
O 0.20 -0.25 1.66
O -0.19 -0.10 0.11
H -0.17 -0.04 0.07
H 0.11 -0.21 0.12
H 0.03 -0.05 0.00
H 0.05 -0.01 0.00
H -0.11 0.01 -0.08
C 0.07 0.10 -0.05
C -0.09 0.00 0.17
C -0.06 -0.03 -0.05
C 0.06 -0.08 -0.01
O 0.08 0.12 -0.11
P 0.18 -0.11 -0.03
O 0.75 -2.10 -1.17
O -0.13 0.08 -0.05
O 0.04 -0.31 -0.15
C 0.02 0.07 0.03
C -0.07 0.02 0.05
C -0.10 0.01 -0.07
C 0.03 -0.13 0.01
H -0.02 0.02 0.01
H 0.01 -0.01 -0.02
H 0.01 -0.02 0.01
H -0.02 0.02 -0.01
H 0.02 -0.01 0.01
H 0.05 0.02 0.02
H 0.02 -0.02 0.01
H 0.00 0.04 -0.01
H -0.01 0.00 -0.01
H 0.08 -0.04 -0.07
H 0.02 -0.01 -0.04
H -0.03 -0.01 0.02
H 0.01 -0.02 0.02
H 0.02 0.01 -0.01
H 0.00 -0.01 0.00
H -0.02 0.00 0.00
H 0.00 0.00 0.01
H 0.02 0.00 -0.02

# C26H44BrClNO12P

A cluster of 6 separate species, C26H44BrClNO12P in total at a distorted geometry (wB97M-V/def2-TZVPD, OMol25).

Calculated values
Spin multiplicity ... 1
Orbital gap ... 9.23 eV
HOMO ... -8.768 eV
Energy relative to the best compared isomer or geometry (same formula, charge and spin) ... 9.6 kcal per mole
Charge ... 0

Geometry (Å):
C 0.0937 -3.3277 -3.7921
O -0.0241 -2.2021 -4.6399
C 0.6779 -2.1873 -5.8675
C 2.1710 -1.8741 -5.7371
C 3.0585 -2.9196 -5.0352
C 4.2094 -3.3260 -5.9627
Br 4.8107 -5.1486 -5.4849
C 0.3553 -3.3287 -6.8463
N 1.1396 -4.5799 -6.6684
P 0.3239 -5.9879 -7.2332
O 1.4455 -7.0343 -6.7003
Cl -1.2126 -6.1690 -5.8141
H -0.6295 -3.1933 -2.9948
H 1.0515 -3.3975 -3.2855
H -0.1328 -4.2802 -4.2520
H 0.2599 -1.3191 -6.3780
H 2.2584 -0.9232 -5.2225
H 2.5443 -1.6999 -6.7476
H 2.5479 -3.8305 -4.7884
H 3.5253 -2.4800 -4.1635
H 5.0663 -2.6759 -5.8720
H 3.8726 -3.4187 -6.9849
H -0.6963 -3.5632 -6.6996
H 0.4539 -2.9514 -7.8600
H 1.9430 -4.5303 -7.2934
H 1.9972 -6.5686 -6.0413
O -0.8439 -2.9139 -0.3068
C -1.6245 -2.0079 -0.2626
C -1.9747 -1.0439 -1.3787
C -2.6838 0.0853 -0.6307
C -3.2832 -0.6511 0.5577
O -2.3591 -1.7263 0.8371
H -2.6369 -1.5520 -2.0817
H -1.0756 -0.7136 -1.8916
H -3.4254 0.6173 -1.2226
H -1.9508 0.8126 -0.2786
H -4.2586 -1.0871 0.3262
H -3.3700 -0.0198 1.4383
O -3.4158 1.6588 2.6588
C -2.5335 1.5079 3.4636
C -2.6105 0.7725 4.7852
C -1.3516 1.2566 5.5035
C -0.4167 1.5521 4.3390
O -1.2915 1.9679 3.2622
H -2.5852 -0.3003 4.5840
H -3.5264 1.0269 5.3124
H -0.9384 0.5422 6.2120
H -1.5702 2.1793 6.0436
H 0.1326 0.6671 4.0121
H 0.2908 2.3490 4.5512
O 2.2789 3.1843 4.5622
C 1.9644 4.3330 4.6949
C 2.8534 5.5548 4.5904
C 1.9974 6.6445 5.2356
C 0.5869 6.1494 4.9439
O 0.6896 4.7121 4.9400
H 3.0442 5.7523 3.5346
H 3.7926 5.3887 5.1095
H 2.1859 7.6454 4.8543
H 2.1694 6.6570 6.3126
H 0.2257 6.4695 3.9651
H -0.1351 6.4482 5.6989
O -6.1192 5.4282 5.1118
C -6.5697 4.3679 4.7929
C -6.1700 3.5097 3.6093
C -7.3303 2.5227 3.5066
C -7.7993 2.4402 4.9528
O -7.5334 3.7385 5.5119
H -5.2301 3.0078 3.8407
H -6.0540 4.1152 2.7159
H -7.0566 1.5562 3.0883
H -8.1206 2.9465 2.8852
H -7.2415 1.6974 5.5279
H -8.8618 2.2287 5.0449
O 4.3315 -0.9903 -2.9087
C 5.1225 -1.2155 -2.0385
C 4.8854 -1.9929 -0.7604
C 6.0931 -1.6055 0.0913
C 7.1454 -1.3200 -0.9723
O 6.4114 -0.8134 -2.1027
H 4.8749 -3.0571 -1.0019
H 3.9386 -1.7091 -0.3107
H 6.4008 -2.3676 0.8040
H 5.8728 -0.6939 0.6480
H 7.6765 -2.2216 -1.2842
H 7.8726 -0.5737 -0.6629

Atomic forces in eV per Å
C -0.13 0.00 0.67
O -0.02 -0.17 -0.23
C 0.27 0.15 -0.43
C -0.16 -0.27 0.32
C 0.87 0.24 -0.73
C -0.51 -0.55 0.53
Br 0.12 0.26 -0.09
C -0.07 -0.22 0.80
N -0.59 0.29 -0.41
P 0.11 -0.55 -0.19
O 0.05 0.43 0.03
Cl 0.17 0.14 0.04
H -0.19 0.13 0.05
H 0.34 0.10 -0.10
H 0.03 -0.10 -0.45
H -0.15 0.18 0.06
H 0.01 0.17 0.13
H 0.02 0.05 -0.17
H -0.45 -0.07 0.22
H -0.30 -0.14 0.30
H 0.21 0.06 -0.16
H 0.17 0.05 -0.29
H -0.19 -0.04 -0.01
H 0.11 0.12 -0.20
H 0.23 0.00 0.24
H -0.05 -0.37 0.01
O 0.07 -0.04 0.18
C -0.04 -0.14 -0.30
C -0.06 0.45 0.30
C 0.08 -0.05 -0.13
C -0.08 0.13 0.04
O -0.01 0.06 0.03
H 0.07 -0.04 -0.05
H 0.00 -0.20 -0.15
H -0.05 -0.04 0.02
H -0.03 0.02 0.03
H 0.04 -0.05 -0.03
H -0.01 -0.24 -0.11
O 0.00 0.23 0.15
C -0.09 -0.17 -0.07
C 0.25 0.28 0.26
C -0.13 -0.06 0.00
C 0.09 0.05 0.24
O 0.05 0.00 0.02
H -0.08 0.00 -0.03
H -0.11 -0.14 -0.11
H 0.03 -0.04 -0.05
H 0.03 0.01 0.00
H -0.05 -0.01 -0.05
H -0.18 -0.17 -0.22
O 0.00 0.12 0.14
C 0.27 -0.04 -0.25
C -0.22 0.26 0.33
C 0.11 -0.04 -0.04
C 0.00 0.17 0.01
O -0.02 0.02 0.08
H 0.06 -0.06 -0.01
H 0.08 -0.11 -0.16
H -0.04 -0.01 -0.05
H -0.02 0.01 0.01
H 0.02 -0.02 -0.02
H -0.06 -0.14 0.01
O -0.11 0.05 0.08
C 0.30 0.02 -0.07
C -0.48 -0.17 -0.03
C 0.09 0.01 -0.08
C -0.03 -0.09 -0.08
O -0.05 -0.03 -0.01
H 0.06 0.06 -0.09
H 0.23 0.07 0.06
H 0.04 -0.01 0.06
H -0.02 -0.01 0.02
H 0.02 0.00 -0.01
H -0.01 0.10 0.11
O 0.16 0.26 0.01
C -0.18 -0.25 -0.04
C 0.28 0.27 0.28
C -0.10 -0.06 0.01
C 0.06 -0.04 0.14
O 0.03 0.04 0.04
H -0.08 0.00 -0.03
H -0.12 -0.13 -0.14
H 0.04 -0.03 -0.05
H 0.02 0.01 0.00
H -0.03 -0.02 -0.01
H -0.01 0.07 -0.13

> Among the records above, which one has the highest charge?

C26H44BrClNO12P

> HOMO of number 1 (C26H44BCsN12O7P)?

-5.796 eV